i.
The following is a DFT calculation (ωB97M-V/def2-TZVPD) of the molecule C4H9N.

```
14
Properties=species:S:1:pos:R:3
C 0.233 1.801 0.765
C 0.527 0.290 0.606
C -0.386 -0.469 -0.308
C 0.039 -1.579 -1.289
H 0.615 2.119 1.727
H -0.835 2.073 0.616
H 0.894 2.276 -0.037
H 1.580 -0.004 0.539
H -1.211 -0.361 1.514
H -1.251 -0.053 -0.760
H 0.373 -1.028 -2.175
H -0.964 -2.080 -1.496
H 0.791 -2.188 -0.825
N -0.404 -0.796 1.123
```

For the HOMO-LUMO gap, the calculation gives 10.46 eV. Its SMILES is C[C@H]1N[C@@H]1C.

=====

ii.
The following is a DFT calculation (ωB97M-V/def2-TZVPD) of C4H9N as an isolated structure.

```
14
Properties=species:S:1:pos:R:3
C -1.892 0.270 0.306
N 0.304 -1.391 0.347
C 0.386 -0.209 -0.462
C -0.678 0.774 -0.122
C 1.752 0.459 -0.120
H -0.956 0.388 1.079
H -2.724 0.912 0.564
H -2.075 -0.779 0.504
H -0.062 -2.175 -0.181
H 0.329 -0.463 -1.520
H -0.573 1.830 -0.343
H 1.823 0.556 0.963
H 1.927 1.415 -0.616
H 2.480 -0.322 -0.326
```

For the HOMO-LUMO gap, the calculation gives 5.99 eV.

=====

iii.
The following is a DFT calculation (ωB97M-V/def2-TZVPD) of the molecule C4H9N.

```
14
Properties=species:S:1:pos:R:3
C -1.453 -0.594 0.055
C -0.600 0.513 -0.547
C 0.209 1.416 0.304
C 1.508 -0.707 -0.035
H -2.507 -0.262 0.088
H -1.128 -0.867 1.061
H -1.438 -1.462 -0.595
H -1.038 0.958 -1.459
H 0.293 2.486 0.050
H 0.212 1.173 1.363
H 2.589 -0.533 0.055
H 1.136 -1.015 0.961
H 1.373 -1.575 -0.717
N 0.845 0.469 -0.582
```

For the HOMO-LUMO gap, the calculation gives 9.98 eV. Its SMILES is C[C@H]1CN1C.

=====

iv.
The following is a DFT calculation (ωB97M-V/def2-TZVPD) of the molecule C4H9N.

```
14
Properties=species:S:1:pos:R:3
C 1.481 0.229 -0.034
C 0.095 -0.439 0.061
C -0.966 0.329 -0.209
N -0.953 1.726 -0.280
C 0.156 -1.877 0.416
H 2.353 -0.355 0.215
H 1.666 0.694 -1.000
H 1.412 1.204 0.539
H -1.898 -0.201 -0.427
H -1.847 2.102 -0.529
H -0.358 2.175 0.393
H -0.013 -2.506 -0.471
H 1.200 -2.151 0.590
H -0.272 -2.320 1.329
```

For the HOMO-LUMO gap, the calculation gives 8.65 eV. Its SMILES is CC(C)=CN.

=====

Relative energies in eV: i 0.213; ii 4.347; iii 0.142; iv 0.000

=====

i.
The following is a DFT calculation (ωB97M-V/def2-TZVPD) of the molecule C4H9N.

```
14
Properties=species:S:1:pos:R:3
C -1.880 0.217 0.018
C -0.634 -0.689 -0.190
C 0.624 -0.280 0.440
C 1.494 0.792 -0.112
H -2.258 0.194 1.044
H -2.657 -0.076 -0.744
H -1.650 1.295 -0.267
H -0.815 -1.719 0.050
H -0.392 -0.593 -1.273
H 0.653 -0.332 1.549
H 2.010 1.528 0.489
H 1.060 1.238 -1.000
H 2.640 -0.949 0.278
N 1.807 -0.627 -0.280
```

For the HOMO-LUMO gap, the calculation gives 10.60 eV. Its SMILES is CC[C@@H]1CN1.

=====

ii.
The following is a DFT calculation (ωB97M-V/def2-TZVPD) of the molecule C4H9N.

```
14
Properties=species:S:1:pos:R:3
C -0.440 -1.173 0.167
N 0.679 -0.865 -0.720
C 0.627 0.647 -0.910
C -0.024 1.278 0.355
C -0.867 0.063 1.000
H -0.209 -2.022 0.716
H -1.225 -1.624 -0.382
H 1.573 -1.107 -0.236
H 0.072 0.857 -1.812
H 1.561 1.118 -1.072
H 0.698 1.667 1.018
H -0.551 2.166 0.149
H -1.889 0.217 1.007
H -0.560 -0.109 1.979
```

For the HOMO-LUMO gap, the calculation gives 10.12 eV. Its SMILES is C1CCNC1.

=====

iii.
The following is a DFT calculation (ωB97M-V/def2-TZVPD) of the molecule C4H9N.

```
14
Properties=species:S:1:pos:R:3
C 0.997 1.039 -0.005
C -0.125 0.088 0.337
C -0.308 -0.916 -0.563
N 0.555 -1.171 -1.658
C -1.051 0.189 1.511
H 0.843 1.334 -1.054
H 0.935 1.924 0.630
H 1.942 0.488 0.011
H -1.110 -1.646 -0.525
H 0.043 -1.613 -2.400
H 1.053 -0.350 -1.971
H -0.901 1.107 2.086
H -2.115 0.078 1.345
H -0.758 -0.553 2.257
```

For the HOMO-LUMO gap, the calculation gives 8.74 eV. Its SMILES is CC(C)=CN.

=====

Relative energies in eV: i 0.707; ii 0.194; iii 0.000

=====

i.
The following is a DFT calculation (ωB97M-V/def2-TZVPD) of a 2-piece molecular cluster, C4H9N overall.

```
14
Properties=species:S:1:pos:R:3
C 3.187 0.473 -0.015
N 3.294 1.280 1.026
H 2.599 0.719 -0.968
H 3.282 -0.688 0.062
H 3.828 0.804 1.780
C -1.616 -0.201 0.963
C -2.005 -0.702 -0.400
C -1.706 -0.266 -1.671
H -2.334 0.335 1.569
H -1.324 -0.951 1.709
H -0.939 0.658 0.716
H -2.747 -1.440 -0.398
H -2.156 -0.736 -2.522
H -1.361 0.714 -1.851
```

For the HOMO-LUMO gap, the calculation gives 10.42 eV. Its SMILES is C=CC.C=N.

=====

ii.
The following is a DFT calculation (ωB97M-V/def2-TZVPD) of the molecule C4H9N.

```
14
Properties=species:S:1:pos:R:3
C -1.876 1.551 -0.675
C -0.857 0.890 0.159
C 0.082 0.008 -0.264
N 1.180 -0.414 0.436
C 1.540 -1.877 0.335
H -2.456 2.262 -0.088
H -1.365 2.140 -1.464
H -2.669 0.889 -1.056
H -0.689 1.258 1.179
H -0.171 -0.418 -1.235
H 1.070 -0.131 1.408
H 0.919 -2.395 -0.400
H 2.627 -1.914 0.178
H 1.318 -2.301 1.306
```

For the HOMO-LUMO gap, the calculation gives 8.85 eV. Its SMILES is C/C=C/NC.

=====

iii.
The following is a DFT calculation (ωB97M-V/def2-TZVPD) of the molecule C4H9N.

```
14
Properties=species:S:1:pos:R:3
C -0.374 -1.212 -1.500
N 0.062 0.127 -1.115
C 0.872 0.270 0.077
C -0.849 0.969 1.581
C 0.540 1.022 1.306
H -0.803 -1.283 -2.477
H -1.041 -1.687 -0.734
H 0.644 -1.898 -1.472
H -0.713 0.702 -0.998
H 1.227 -0.759 0.382
H 1.883 0.652 -0.289
H -1.461 1.811 1.784
H -1.362 0.017 1.548
H 1.375 1.270 1.908
```

For the HOMO-LUMO gap, the calculation gives 8.46 eV. Its SMILES is C=CCNC.

=====

Relative energies in eV: i 1.612; ii 0.000; iii 2.537